No. 1
The following is a DFT calculation (the ωB97M-V functional and the def2-TZVPD basis) of 19 unconnected molecules or ions with the total composition C67H108N12O37 at a distorted geometry.

Geometry (Å):
O -2.8465 4.2502 3.7505
O -4.7766 0.3322 2.6394
O -2.1563 8.5092 4.9876
O -0.8500 4.0701 4.4902
O -0.5718 1.4982 6.2816
O -0.5031 -9.2836 -1.7156
O -0.1559 -5.0953 5.6803
O -1.5349 6.6649 -1.0234
O 1.8868 -7.0793 -2.3774
O 1.6128 -6.9053 -0.2435
O 2.6666 0.8881 -2.2741
O -2.0967 4.9634 -2.3135
O 1.5259 9.7450 -0.6013
O -8.4026 0.0889 0.5914
O 0.0665 8.2845 0.4728
O -2.0864 -3.8470 -1.1505
O -0.7011 1.4665 4.0928
O -4.3635 -3.9732 -0.9478
O 2.7737 -5.4047 -1.3094
O -0.0188 5.4503 -1.9458
O -0.5671 -0.4011 5.3973
O -2.5947 2.3186 -0.6829
O 6.7720 -1.3546 1.5533
O 0.7422 9.9957 1.4741
O -4.0277 2.1579 -2.2653
O 3.3476 -1.8008 -2.6076
O -0.8228 -5.9117 3.7573
O -3.3073 -4.9469 -2.6270
O 4.1993 1.4429 -3.8055
O 3.3311 2.9142 -2.4726
O 5.2362 -1.9733 0.1499
O 4.9313 -0.1519 1.3372
O 3.8191 6.0709 -4.1361
O -6.0308 3.5319 -0.2769
O -1.5646 -6.7814 5.6342
O -1.1772 5.4410 2.8830
O -3.8487 0.5276 -0.9334
N 1.5028 3.7806 0.8572
N -2.6434 -10.0045 -0.7873
N -4.7817 5.1955 -1.5906
N -5.5980 -1.1825 0.4382
N 5.5998 -2.6043 -3.0406
N -1.1608 -1.9538 -3.6443
N 3.3839 -4.3427 3.0353
N 3.4697 -5.7546 -7.3910
N 0.2793 -3.1711 1.1551
N 2.4494 1.7261 6.2691
N 4.5653 8.3676 -3.9594
N -0.5790 8.1917 3.2771
C 1.3359 -2.7379 0.4379
C 0.7950 -3.3988 -5.1304
C -3.2119 -4.1602 -1.6508
C 2.8928 1.6622 4.9927
C 2.0403 -2.9341 4.3916
C -1.9834 -0.9589 -2.9458
C 0.8091 9.3140 0.4283
C -1.6511 -8.9241 -1.3002
C -1.6567 4.5755 3.6615
C 2.3786 -3.6182 -7.0895
C -2.1463 -7.4775 -1.1841
C 2.6815 -0.6149 6.5433
C 3.7852 7.1302 -3.4921
C -2.4048 -11.3586 -1.5107
C -0.4872 -2.2658 1.8872
C 1.8369 -4.0735 -5.8558
C -2.7996 9.1635 2.6946
C -1.2034 5.6061 -1.7644
C 2.0631 3.0230 6.8576
C 1.5925 -1.3394 0.3214
C -0.0796 -2.5387 -3.0183
C 4.2984 -2.3265 3.9576
C -3.5146 1.6339 -1.3076
C -8.2612 -1.3416 0.4251
C -0.8682 -5.8555 5.0132
C -4.3159 4.7037 0.9279
C 0.4852 8.3751 4.4217
C 4.4717 -3.5069 3.1667
C -4.8866 -1.8221 1.6577
C 3.4214 1.7222 -2.8722
C 1.0500 1.0561 1.0041
C 3.5787 -5.5856 2.2254
C -1.3032 -2.0270 -4.9630
C -3.9501 -0.8222 2.3523
C 2.3638 0.6285 7.0388
C 2.2111 -4.1321 3.6711
C -9.3238 0.4099 1.6061
C 3.0720 -2.0468 4.5218
C 5.8204 7.9726 -4.7679
C -0.5940 0.8278 5.2625
C -0.1962 -0.9090 1.8355
C 2.5007 2.9332 0.7159
C 2.1207 -6.4321 -1.3375
C -1.9348 8.6063 3.7994
C 5.3792 -4.0714 -2.7368
C 1.7313 5.2618 0.9842
C 5.6311 -1.1129 0.9805
C 0.8372 -3.2894 -3.7319
C -5.1651 4.3991 -0.3232
C -6.8718 -1.8233 -0.1599
C 2.2700 -5.3325 -5.3776
C 4.1251 -1.7020 -4.9355
C 3.0154 -6.1924 -6.1998
C -0.1860 -4.5512 1.0350
C 0.8268 -0.4039 1.0493
C 4.2511 -1.9781 -3.4545
C 2.3059 1.5888 0.8002
C 2.9208 7.1954 -2.3590
C -0.0217 1.9229 1.0475
C -5.7326 5.1452 -2.8071
C -0.3363 -2.7939 -5.6671
C 4.2963 -6.5737 -8.2323
C 3.1688 -4.5115 -7.8650
C 0.2016 3.2915 0.9407
C 3.3154 0.4721 4.4809
C 2.9320 -0.6926 5.1538
C -4.2016 1.4637 3.2806
H 3.9376 8.9673 -4.4757
H 6.5744 7.6357 -4.0565
H -1.3537 -11.6420 -1.4568
H 0.4476 -5.0435 1.7727
H 1.7833 -5.6469 -4.4662
H -1.5937 0.0305 -3.1854
H -5.7843 -2.0362 2.2378
H -4.7558 6.1229 -1.1915
H -4.9542 -0.8897 -0.2829
H 0.0366 -4.9994 0.0666
H 2.6327 -1.4516 7.2244
H 1.5963 2.9446 7.8395
H -1.0561 1.6161 0.9991
H -2.2518 -7.1336 -0.1551
H -5.0553 -4.3916 -1.4654
H -2.1370 -1.5282 -5.4345
H 2.7500 -6.2533 2.4609
H -3.0436 -7.3106 -1.7798
H -2.7337 -11.3156 -2.5490
H -3.4619 -1.1261 3.2782
H -4.8443 5.4602 1.5081
H 5.9112 -2.1290 -2.2056
H -1.2704 -2.5585 2.5707
H -9.0365 -1.7475 -0.2246
H -2.8832 8.4316 1.8911
H -3.6333 -9.8468 -0.9113
H -0.8466 -0.2529 2.3950
H 5.0661 -1.5674 3.9304
H 1.2490 -7.7436 -0.5372
H 2.1111 7.9173 -2.4655
H 1.7253 -3.6678 -3.2476
H 2.4226 -1.0362 -0.2995
H 1.2630 5.8044 0.1630
H 0.0226 -2.4373 -1.9479
H -0.8420 2.2703 4.5984
H -5.3394 5.7628 -3.6146
H 6.3271 -4.6003 -2.8362
H 2.3997 6.2426 -2.2653
H -3.8288 9.2633 3.0395
H 2.7194 2.5466 4.3976
H -3.8301 1.2600 4.2848
H -6.6529 5.6857 -2.5857
H 1.9796 0.8087 8.0319
H 3.3996 3.4591 0.4298
H 5.2008 -6.0153 -8.4735
H 1.3830 8.1274 3.8552
H 5.3095 -3.7837 2.5439
H -2.4527 -10.1667 0.1911
H -8.4399 -1.8287 1.3837
H 2.8052 5.4463 1.0109
H 6.3230 8.8871 -5.0827
H -0.7022 7.2045 3.1029
H 4.5213 -7.4694 -7.6535
H 3.5684 7.1872 -1.4823
H -10.1645 -0.2838 1.5924
H 4.8203 -0.9101 -5.2142
H 6.7627 -2.0622 0.9045
H 1.0583 -2.7233 4.7886
H -1.2413 -4.6767 1.2773
H -2.6466 3.0293 -1.3261
H -3.0092 -0.9351 -3.3135
H 4.7931 8.8058 -3.0784
H 4.7880 -4.5331 -3.5276
H -3.8500 4.9476 -1.8917
H 1.9410 -2.6980 -7.4473
H -3.0167 -12.0943 -0.9888
H 2.0131 -3.5283 0.1499
H 1.8251 10.5527 -0.1773
H -1.9153 -1.2267 -1.8914
H -6.7313 -1.5963 -1.2167
H -4.2935 3.8025 1.5407
H -0.5762 4.0333 1.0464
H -1.4422 -6.7994 -1.6662
H 3.1001 0.9057 0.5378
H -8.9271 0.0221 2.5444
H 3.0232 3.4872 7.0831
H -6.8121 -2.9099 -0.0974
H 3.6138 0.4278 3.4439
H 3.1220 -7.2359 -5.9426
H -3.2799 1.7744 2.7887
H -0.0999 4.6539 4.3556
H 4.5545 -6.0468 2.3780
H 0.5144 9.4216 4.7249
H -0.2335 8.6869 2.4674
H 1.3998 5.6697 1.9391
H -5.8525 -0.2413 0.7015
H 2.6608 0.0132 -2.6692
H 1.5767 -5.0049 3.6239
H -4.9311 2.2645 3.4016
H -2.3721 10.1164 2.3828
H -3.2097 -0.6739 1.5662
H -1.7124 -7.3853 4.9027
H -0.4975 -2.7532 -6.7342
H 0.3674 7.7224 5.2867
H 3.4526 -4.4215 -8.9032
H 6.3077 -2.4678 -3.7480
H 4.2635 -2.5364 -5.6230
H 3.8041 -6.9387 -9.1338
H -3.3160 5.1183 0.8000
H -0.7276 7.0902 -0.7248
H 5.6214 7.3230 -5.6203
H 3.1414 -1.2670 -5.1121
H 4.8804 -4.1003 -1.7681
H -9.7366 1.4183 1.5776
H 3.6814 -5.3838 1.1591
H -4.4880 -2.7631 1.2787
H -5.9626 4.1242 -3.1118
H 1.3579 3.5252 6.1953

Properties
Net charge = +2
HOMO-LUMO gap = 3.03 eV
DFT total energy = -6057.96573 a.u.

***

No. 2
The following is a DFT calculation (the ωB97M-V functional and the def2-TZVPD basis) of 9 unconnected molecules or ions with the total composition C67H145N7O9S2 at a distorted geometry.

Geometry (Å):
S 3.3255 2.2106 6.1172
S 0.4936 -0.1583 1.4705
O 2.0185 -2.0598 -6.3515
O 2.3367 2.2954 4.9816
O 4.2997 -5.4078 0.6791
O -1.9985 -4.1763 6.6108
O 4.9875 6.2949 2.6442
O -5.1329 -2.7955 1.0793
O -0.6478 0.1308 2.4822
O -1.2100 1.8563 -6.2820
O -2.2782 6.2256 2.7244
N -4.9640 -2.3913 -0.2581
N 4.7717 5.4862 1.5868
N -2.4195 1.8906 -5.6183
N -3.1455 5.6262 1.7649
N 1.7236 -2.3305 -5.0938
N -0.6120 -4.4632 6.6491
N 4.2728 -4.2844 -0.0946
C -5.1187 2.9210 -4.5904
C -4.9493 1.6433 -5.4214
C 0.6383 -1.5876 -2.9649
C 1.7539 -4.1035 5.8330
C 1.5935 0.0714 -4.5996
C 4.2879 5.2390 -0.8946
C -0.0349 -4.8203 4.2709
C 5.6928 7.1293 -0.1215
C -7.3632 -3.0396 -0.6689
C -2.1846 4.3969 -5.1594
C -3.5018 -2.0742 -0.5569
C 0.9084 -1.2799 -4.4523
C -1.2690 5.0676 0.0909
C 1.2051 -4.0131 -3.2912
C 0.2207 -3.9708 5.5448
C -4.4446 -2.0926 -3.1169
C 3.2757 4.0902 -0.5459
C -1.3971 2.5750 -3.4204
C 5.3630 -4.3045 -1.0954
C -0.1718 -2.5262 5.2674
C -3.9185 2.4569 -7.5799
C -5.2057 5.6553 0.4027
C -3.6470 1.5972 -6.3421
C -0.5252 -1.1852 -5.0486
C 1.4938 -3.7961 -4.8018
C -5.5095 -4.6709 -1.2070
C 4.0198 4.3124 1.9996
C 4.9922 -5.3794 -2.1161
C 2.0245 -5.4521 6.5811
C 5.3488 -1.7889 -0.8827
C 4.8748 3.4697 2.9384
C -3.5696 3.7184 0.2990
C -1.8178 3.4383 1.9247
C 3.9907 -1.9282 -0.2182
C 0.2846 -4.3436 -5.4955
C 0.2099 -3.0448 -2.6671
C 2.3019 1.8965 7.6679
C -3.5290 -1.4238 -2.0404
C -3.5578 0.1097 -6.8144
C -2.9117 -0.9839 0.3259
C -2.6443 -3.3076 -0.5280
C -4.4188 4.7297 -0.5602
C -5.8652 -3.1555 -1.1422
C 1.1573 -5.7353 7.7548
C 1.9451 0.3297 2.3508
C 4.5011 6.2363 0.3143
C -4.9591 7.1228 2.3374
C 2.8356 -4.5911 -5.1948
C 5.4769 -2.9607 -1.8297
C -0.3367 -5.6918 7.3942
C -4.1296 6.5271 1.1735
C -3.4652 7.7122 0.3797
C -2.4421 2.9510 -4.5273
C 4.2298 0.5601 5.8565
C 3.9022 -3.0669 0.6933
C 2.6182 4.6388 2.6797
C -2.4182 4.5330 1.0146
C 4.7088 -2.9532 2.0334
C 2.3931 -3.2402 1.1237
C 0.5638 1.2030 0.1837
C 6.7773 -4.5643 -0.4655
C -0.9659 -5.7173 8.8255
C -3.7847 3.0171 -3.7483
C 3.2704 7.1648 0.4342
C -5.8200 -2.3499 -2.4787
C -0.8477 -7.0301 6.7992
C 3.7673 3.4204 0.7338
H 2.2666 4.4915 -0.4516
H -7.7535 -2.0219 -0.6755
H 2.1871 -3.8161 -2.8612
H -0.1562 -0.9377 -2.5981
H 1.7330 2.7918 7.9186
H -0.2307 -7.2803 5.9362
H 0.3149 -4.2312 3.4231
H -2.3444 5.1410 -4.3791
H 0.2613 -5.8594 4.4146
H -2.6635 -3.7809 -1.5097
H -0.4220 -6.3652 9.5129
H 3.0785 -5.5275 6.8485
H -0.9422 0.9412 -6.1706
H -1.1064 -4.8396 4.0715
H 2.7941 5.0724 3.6642
H -6.0510 2.9560 -4.0268
H -2.1956 -0.4266 -0.2781
H -1.6547 1.6799 -2.8542
H 1.6419 1.0323 7.5933
H 2.1011 -0.3366 3.1992
H 3.2127 7.6154 1.4250
H 2.8463 0.4582 1.7512
H 3.7591 -0.9979 0.3004
H -5.8693 5.1068 1.0712
H -4.2872 8.4123 0.2308
H 4.3834 -2.1874 2.7375
H 5.9063 3.2891 2.6360
H -5.6135 6.4390 2.8779
H -3.9620 2.2749 -2.9700
H 2.9907 2.6870 0.9507
H 3.2616 7.9106 -0.3607
H 6.6495 6.6071 -0.1235
H -6.3738 -5.2682 -1.4973
H -6.3677 -1.4128 -2.3785
H -0.8973 4.2118 -0.4726
H -5.2596 -5.0136 -0.2029
H 4.6919 -2.9352 -2.5854
H 4.4943 0.2400 6.8643
H 5.0751 3.9804 3.8803
H -2.9322 4.5425 -5.9393
H 4.0133 -5.0921 -2.5000
H -5.8403 1.5630 -6.0441
H 1.4475 -6.6932 8.1863
H 1.7506 0.4175 -5.6212
H -1.1673 4.5178 -5.5315
H 2.0198 -3.2350 6.4356
H -4.0231 3.4831 -7.2276
H 0.1685 -3.7984 -6.4322
H 3.3500 -5.4767 0.8009
H 6.8990 -5.3957 0.2289
H -0.8001 -3.2113 -3.0415
H 1.0516 0.8202 -4.0218
H 7.1458 -3.7316 0.1335
H -3.6060 -0.1811 0.5736
H 2.5339 -5.6014 -4.9184
H 1.1500 -2.1681 -6.7460
H 2.2237 -2.4789 1.8852
H -4.7611 2.0976 -8.1708
H 1.6067 -3.1789 0.3714
H -1.6679 5.7788 -0.6324
H 2.2624 -4.2468 1.5209
H -3.0403 2.4759 -8.2253
H 5.6729 -5.4687 -2.9626
H 0.3668 -2.2105 4.3739
H 1.8543 -6.2927 5.9084
H -3.8648 5.2149 -1.3638
H -2.9476 -4.0685 0.1910
H 3.6758 -4.0567 -4.7514
H -0.0048 -1.8403 6.0979
H 5.5659 7.7260 -1.0248
H 6.1612 -1.7267 -0.1586
H 1.7480 1.3179 2.7664
H 5.8085 7.9259 0.6134
H -3.8704 3.9523 -3.1950
H -1.2291 -2.3873 5.0422
H -4.2755 7.4988 3.0986
H -3.9526 -0.4236 -1.9495
H 0.5366 -5.3511 -5.8262
H -5.8670 -2.1946 1.2263
H -5.1572 3.8161 -5.2112
H -7.4414 -3.3286 0.3792
H 2.0777 3.7021 2.8162
H -4.5230 -0.3135 -7.0926
H 1.1270 -5.0774 -3.0696
H -0.6257 -4.3887 -4.8976
H 1.4632 1.0712 -0.4178
H -6.3279 -2.8854 -3.2808
H 2.0579 5.2201 1.9474
H -0.5699 -0.9104 -6.1024
H -1.9828 -6.1056 8.8824
H 1.4751 -1.3854 -2.2964
H -5.1029 0.6945 -4.9072
H -0.9512 -4.7012 9.2197
H -1.1246 -2.0904 -4.9513
H 4.7336 -3.9137 2.5481
H 2.8990 1.6588 8.5482
H 7.5552 -4.7421 -1.2080
H -5.1738 4.2186 -1.1574
H -1.5996 -3.1390 -0.2666
H -3.0988 -0.5252 -6.0566
H 2.3366 6.6031 0.4106
H 1.3019 -4.9900 8.5369
H -3.0634 2.9738 -0.3153
H 3.0451 -4.6042 -6.2644
H -1.2853 3.3944 -2.7104
H 3.5168 -0.1783 5.4899
H -1.0081 -0.4203 -4.4405
H -0.3123 1.0868 -0.4543
H -1.9913 -3.3584 7.1134
H -4.7407 -4.9198 -1.9386
H -3.9376 -3.0192 -3.3860
H -4.2501 3.1568 0.9390
H 4.6490 2.8003 0.5717
H -2.5084 -1.2733 -2.3923
H 0.0609 -3.2135 -1.6006
H -0.8321 -7.8909 7.4678
H -2.3580 3.3461 2.8670
H 5.7936 5.9236 3.0101
H 3.9270 5.7913 -1.7622
H 2.3203 -4.0030 4.9071
H 3.1918 -1.9828 -0.9577
H -0.4722 2.5648 -3.9971
H 5.7723 -2.8317 1.8277
H -5.5882 7.9598 2.0344
H -5.8812 6.2976 -0.1623
H 5.1545 -0.9061 -1.4918
H 5.1399 0.6148 5.2591
H -0.8249 3.7089 2.2839
H -1.7630 2.3966 1.6086
H -8.0318 -3.6685 -1.2567
H -2.5018 5.9244 3.6081
H 6.4666 -2.9348 -2.2857
H -2.6961 8.2857 0.8970
H 4.9247 -6.4036 -1.7492
H 2.5331 0.1923 -4.0605
H 4.2726 2.5817 3.1306
H -4.4413 -1.5012 -4.0325
H -2.9273 -0.0123 -7.6952
H 5.2116 4.7920 -1.2622
H -2.3416 -1.3190 1.1924
H -1.9200 -6.9519 6.6196
H -3.2322 7.3192 -0.6100
H 3.2050 3.3551 -1.3477
H -0.4701 5.5715 0.6350
H 0.4593 2.2336 0.5228

Properties
Net charge = 0
HOMO-LUMO gap = 8.25 eV
DFT total energy = -4496.08386 a.u.

***

Question: What is the HOMO-LUMO gap in the first record?
Answer: 3.03 eV

***

Question: The lowest HOMO-LUMO gap belongs to which entry?
Answer: C67H108N12O37